# 1
Computed, not measured: an isolated ion of composition C3H7ClNS and charge +1, with ωB97M-V with the def2-TZVPD basis set.

```
! RIJCOSX wB97M-V def2-TZVPD def2/J DEFGRID3
* xyz 1 1
N -1.64 -0.95 -0.12
C -0.15 -0.76 0.08
C 0.15 0.71 -0.09
S -1.00 1.85 -0.05
C 1.48 1.10 0.03
Cl 2.74 -0.24 -0.08
H -1.91 -1.60 -0.73
H -2.07 0.10 -0.37
H -1.96 -1.37 0.82
H 0.57 -1.01 0.92
H 0.30 -1.14 -0.90
H 1.75 1.93 -0.65
H 1.74 1.39 1.15
*
```

The energy relative to the best compared isomer or geometry (same formula, charge and spin) is 16.5 kcal/mol. The lowest unoccupied orbital energy comes out at -5.032 eV.

=====

# 2
Computed, not measured: C3H4BaLiO3 as an isolated structure, with ωB97M-V with the def2-TZVPD basis set.

```
! RIJCOSX wB97M-V def2-TZVPD def2/J DEFGRID3
* xyz 2 2
C -2.94 0.07 -1.10
C -2.36 -0.87 -0.19
H -2.94 -0.43 -2.11
H -3.97 -0.21 -0.72
H -2.83 -0.77 0.81
O -0.31 0.74 0.99
C 0.76 0.09 0.75
O 0.84 -0.99 0.16
O 1.88 0.61 1.13
Ba -0.87 2.93 2.02
Li -0.62 -2.05 -0.45
H -2.81 1.15 -1.00
*
```

As for the expectation value of S²: 0.756. The energy relative to the best compared isomer or geometry (same formula, charge and spin) is 71.6 kcal/mol. The lowest unoccupied orbital energy (spin up / spin down) comes out at -8.572 / -9.511 eV.

=====

# 3
Computed, not measured: a 4-piece molecular cluster, C14H41BN2O6P2 overall, with ωB97M-V with the def2-TZVPD basis set.

```
! RIJCOSX wB97M-V def2-TZVPD def2/J DEFGRID3
* xyz 0 1
N 0.34 -4.54 0.10
C 1.34 -3.69 -0.65
C 0.91 -3.26 -2.17
C 0.26 -1.76 -2.31
B -0.87 -1.37 -1.18
C -2.01 -2.39 -0.55
C -3.53 -1.78 -0.57
N -4.04 -1.44 -1.97
P -0.94 0.46 -0.51
P 1.04 1.36 -0.42
O 1.55 1.65 -1.89
O 2.09 0.28 0.47
O 0.88 2.85 0.53
H 0.19 -4.23 1.08
H 0.51 -5.56 0.01
H 1.66 -2.75 0.00
H 2.35 -4.33 -0.76
H 1.92 -3.25 -2.81
H 0.22 -4.05 -2.72
H -0.30 -1.74 -3.37
H 1.05 -0.89 -2.36
H -1.72 -2.52 0.60
H -2.00 -3.46 -1.02
H -3.62 -0.82 0.10
H -4.24 -2.59 -0.08
H -4.97 -1.93 -2.02
H -3.41 -1.89 -2.70
H -1.37 0.29 0.89
H 1.52 -0.54 0.69
H 1.60 3.49 0.22
C -4.50 5.32 -0.73
C -3.46 4.56 0.08
C -2.06 4.74 -0.50
O -3.79 3.17 0.08
H -4.53 4.96 -1.77
H -5.50 5.17 -0.31
H -4.28 6.39 -0.74
H -3.47 4.90 1.12
H -2.01 4.36 -1.53
H -1.33 4.18 0.08
H -1.77 5.80 -0.51
H -3.78 2.86 -0.84
C 1.72 7.82 2.35
C 0.23 7.54 2.22
C -0.17 6.30 3.01
O -0.09 7.35 0.85
H 2.31 6.99 1.96
H 1.99 8.71 1.77
H 2.00 7.99 3.40
H -0.34 8.40 2.58
H 0.36 5.41 2.63
H -1.24 6.10 2.89
H 0.06 6.42 4.07
H 0.41 6.59 0.52
C 3.38 -8.83 0.36
C 3.62 -7.45 -0.23
C 5.00 -6.92 0.12
O 2.63 -6.54 0.27
H 3.44 -8.80 1.46
H 2.38 -9.19 0.11
H 4.11 -9.55 -0.01
H 3.51 -7.49 -1.32
H 5.12 -6.83 1.21
H 5.15 -5.92 -0.30
H 5.78 -7.59 -0.26
H 2.72 -6.50 1.23
*
```

The lowest unoccupied orbital energy comes out at 0.005 eV.

=====

# 4
Computed, not measured: a 2-piece molecular cluster, C6H7N3O4S overall, with ωB97M-V with the def2-TZVPD basis set.

```
! RIJCOSX wB97M-V def2-TZVPD def2/J DEFGRID3
* xyz 0 1
C 1.43 0.03 2.13
C 2.17 0.39 1.06
C 0.06 0.35 2.17
C 1.53 0.83 -0.16
C -0.63 0.84 1.04
C 0.17 1.03 -0.08
N -1.89 -1.26 -0.72
N -0.94 -0.13 -2.45
N -1.09 -2.11 -0.18
O 0.11 -2.12 -0.41
O -1.70 -2.92 0.55
O -1.67 2.25 -1.56
O 0.56 1.71 -2.62
S -0.54 1.33 -1.72
H 1.94 -0.27 2.98
H 3.26 0.25 1.10
H -0.51 -0.07 2.97
H 2.10 0.79 -1.10
H -1.54 1.30 1.18
H -2.68 -1.50 -1.37
H -0.14 -0.72 -2.77
*
```

The energy relative to the best compared isomer or geometry (same formula, charge and spin) is 88.0 kcal/mol. The lowest unoccupied orbital energy (spin up / spin down) comes out at -2.328 / -2.501 eV.

=====

# 5
Computed, not measured: C3H6O3 as an isolated structure, with ωB97M-V with the def2-TZVPD basis set.

```
! RIJCOSX wB97M-V def2-TZVPD def2/J DEFGRID3
* xyz 0 1
C 2.09 -0.26 0.21
O 0.71 -0.34 0.60
C -0.16 0.05 -0.33
O 0.11 0.39 -1.45
C -1.56 0.06 0.29
O -1.95 1.20 0.84
H 2.28 -0.90 -0.65
H 2.35 0.77 -0.04
H 2.66 -0.59 1.08
H -2.25 -0.14 -0.91
H -1.85 -0.90 0.76
H -2.43 0.66 -0.41
*
```

The energy relative to the best compared isomer or geometry (same formula, charge and spin) is 117.0 kcal/mol. The lowest unoccupied orbital energy comes out at 0.494 eV.

=====

# 6
Computed, not measured: C8H14BrO5P as an isolated structure, with ωB97M-V with the def2-TZVPD basis set.

```
! RIJCOSX wB97M-V def2-TZVPD def2/J DEFGRID3
* xyz 0 1
O -2.05 0.95 2.70
O -0.06 -3.08 -0.95
Br -0.67 4.14 -2.89
O -1.42 -0.75 4.06
O 1.96 -2.87 0.53
O -0.17 -4.47 0.25
C -1.52 -0.13 2.84
C -0.98 -0.84 1.64
C -0.36 -2.06 1.77
C 1.07 3.16 -2.84
C -1.08 -0.19 0.29
C 1.21 2.33 -1.55
C 0.23 0.61 0.00
C -0.02 1.49 -1.23
P 0.40 -3.09 0.45
H -1.79 -0.16 4.73
H 2.23 -3.21 -0.32
H -0.24 -4.07 -0.69
H -0.33 -2.50 2.75
H 1.06 2.47 -3.70
H 1.91 3.87 -2.91
H -1.32 -0.92 -0.49
H -1.94 0.51 0.30
H 2.08 1.63 -1.69
H 1.46 2.94 -0.71
H 0.47 1.33 0.86
H 1.08 -0.10 -0.11
H -0.32 0.86 -2.09
H -0.90 2.13 -1.01
*
```

The energy relative to the best compared isomer or geometry (same formula, charge and spin) is 80.5 kcal/mol. The lowest unoccupied orbital energy comes out at -0.641 eV.

=====

# 7
Computed, not measured: a 4-piece molecular cluster, C8H16Cl8 overall, with ωB97M-V with the def2-TZVPD basis set.

```
! RIJCOSX wB97M-V def2-TZVPD def2/J DEFGRID3
* xyz 0 1
Cl -0.23 -2.63 4.40
C -1.04 -4.07 3.74
C -2.10 -3.68 2.69
Cl -3.55 -3.01 3.58
H -1.49 -4.65 4.54
H -0.35 -4.70 3.18
H -2.39 -4.58 2.16
H -1.77 -3.03 1.89
Cl -1.21 3.26 -0.72
C -0.79 1.72 0.13
C 0.67 1.71 0.56
Cl 1.87 1.50 -0.78
H -0.93 0.94 -0.62
H -1.47 1.60 0.97
H 1.00 0.92 1.23
H 0.79 2.65 1.09
Cl -5.28 3.64 -4.01
C -4.50 4.68 -5.23
C -4.19 6.03 -4.49
Cl -4.72 7.41 -5.42
H -5.11 4.90 -6.10
H -3.58 4.15 -5.50
H -3.11 6.13 -4.40
H -4.52 6.03 -3.45
Cl 3.97 -3.60 0.47
C 5.34 -3.10 1.49
C 6.68 -3.60 1.05
Cl 7.91 -3.09 2.24
H 5.24 -3.56 2.47
H 5.25 -2.04 1.69
H 6.99 -3.23 0.07
H 6.64 -4.69 1.09
*
```

The energy relative to the best compared isomer or geometry (same formula, charge and spin) is 25.8 kcal/mol. The lowest unoccupied orbital energy comes out at 0.272 eV.

=====

# 8
Computed, not measured: C6H8O3 as an isolated structure, with ωB97M-V with the def2-TZVPD basis set.

```
! RIJCOSX wB97M-V def2-TZVPD def2/J DEFGRID3
* xyz 0 1
C 0.30 2.53 1.14
C -0.63 0.47 0.51
C 0.18 -0.90 0.85
C -1.14 -0.38 -0.48
C 0.15 -0.53 -1.29
C 1.16 -0.77 -0.28
H 0.72 2.17 2.33
H -0.60 3.34 1.55
H 1.06 3.21 0.71
H -1.40 0.78 1.16
H 0.28 -1.13 1.98
H -2.19 -0.07 -0.92
H 0.26 0.41 -2.12
H 2.11 -0.37 -0.10
O 0.03 1.67 0.11
O -0.97 -1.38 0.29
O 0.90 -1.64 -1.30
*
```

The energy relative to the best compared isomer or geometry (same formula, charge and spin) is 175.7 kcal/mol. The lowest unoccupied orbital energy comes out at 0.835 eV.

=====

# 9
Computed, not measured: one molecule with the formula C21H33NO5, with ωB97M-V with the def2-TZVPD basis set.

```
! RIJCOSX wB97M-V def2-TZVPD def2/J DEFGRID3
* xyz 0 1
C -0.15 -3.58 -0.76
C 0.97 -2.80 -1.44
C 1.78 -2.03 -0.41
O 2.89 -2.39 -0.09
C 1.12 -0.88 0.19
C -0.02 -0.24 -0.26
N -0.34 0.75 0.60
C -1.45 1.60 0.46
C -1.72 2.19 -0.71
C -0.85 2.16 -1.92
O -1.28 2.09 -3.04
O 0.43 2.26 -1.57
C 1.50 2.26 -2.56
C 2.77 2.36 -1.71
C 1.49 0.96 -3.35
C 1.36 3.47 -3.48
C -2.35 1.72 1.65
C -3.40 0.60 1.69
C -2.78 -0.79 1.88
O -3.78 -1.77 2.08
C -4.34 -2.31 0.92
O -1.95 -0.75 2.99
C -1.21 -1.93 3.22
C 0.57 0.76 1.62
C 1.50 -0.22 1.40
C 2.69 -0.51 2.25
C 3.95 0.12 1.67
H -0.71 -4.16 -1.49
H -0.83 -2.91 -0.25
H 0.26 -4.27 -0.03
H 0.55 -2.12 -2.18
H 1.64 -3.50 -1.95
H -0.62 -0.42 -1.13
H -2.64 2.74 -0.84
H 3.65 2.36 -2.35
H 2.83 1.51 -1.03
H 2.76 3.27 -1.13
H 0.56 0.86 -3.90
H 2.31 0.97 -4.06
H 1.61 0.11 -2.68
H 1.31 4.39 -2.89
H 0.45 3.39 -4.07
H 2.21 3.53 -4.14
H -2.87 2.68 1.62
H -1.76 1.66 2.57
H -3.99 0.61 0.77
H -4.06 0.77 2.54
H -2.19 -1.08 0.98
H -4.92 -1.56 0.36
H -5.00 -3.11 1.24
H -3.57 -2.72 0.25
H -0.54 -2.13 2.38
H -1.87 -2.78 3.38
H -0.62 -1.74 4.11
H 0.51 1.47 2.42
H 2.51 -0.14 3.26
H 2.83 -1.59 2.30
H 4.17 -0.31 0.70
H 3.82 1.20 1.56
H 4.80 -0.06 2.33
*
```

The energy relative to the best compared isomer or geometry (same formula, charge and spin) is 0.4 kcal/mol. The lowest unoccupied orbital energy comes out at 0.480 eV.

=====

# 10
Computed, not measured: C20H39N10O4P2PtS as an isolated structure, with ωB97M-V with the def2-TZVPD basis set.

```
! RIJCOSX wB97M-V def2-TZVPD def2/J DEFGRID3
* xyz 3 1
Pt -0.60 1.48 0.21
N -2.49 2.00 4.21
C -2.04 2.13 2.98
S -0.47 1.44 2.58
N -2.76 2.77 2.09
N -2.26 2.92 0.90
C -2.62 3.80 0.04
C -1.86 3.89 -1.18
C -2.17 4.79 -2.18
C -1.32 4.89 -3.28
C -0.19 4.10 -3.33
C 0.04 3.20 -2.30
N -0.78 3.10 -1.26
H -1.91 1.65 4.96
H -3.37 2.44 4.47
H -3.42 4.50 0.26
H -3.05 5.42 -2.09
H -1.54 5.59 -4.08
H 0.50 4.16 -4.16
H 0.92 2.56 -2.28
C 2.48 0.85 -3.30
N 2.57 -0.10 -2.19
C 2.77 -1.49 -2.59
P 2.66 0.49 -0.68
O 1.61 1.50 -0.35
O 2.51 -0.85 0.21
P 1.25 -1.44 1.03
O -0.01 -0.70 0.73
N 1.16 -3.01 0.56
C 0.22 -3.45 -0.46
C 2.08 -4.02 1.06
N 1.79 -1.37 2.57
C 3.18 -1.15 2.99
C 0.87 -1.77 3.64
N 4.15 1.05 -0.34
C 4.36 2.15 0.61
C 5.35 0.50 -0.95
H 3.29 0.68 -4.02
H 2.56 1.87 -2.94
H 1.53 0.72 -3.84
H 3.64 -1.58 -3.25
H 1.90 -1.85 -3.14
H 2.92 -2.13 -1.72
H -0.40 -2.62 -0.77
H -0.42 -4.25 -0.07
H 0.75 -3.84 -1.33
H 2.66 -3.65 1.90
H 2.78 -4.33 0.28
H 1.53 -4.91 1.38
H 3.84 -1.08 2.14
H 3.50 -1.97 3.63
H 3.25 -0.22 3.57
H -0.13 -1.90 3.24
H 0.84 -0.99 4.41
H 1.20 -2.70 4.11
H 3.40 2.52 0.98
H 4.90 2.97 0.14
H 4.95 1.81 1.46
H 5.10 -0.15 -1.78
H 5.94 -0.06 -0.23
H 5.98 1.31 -1.32
N -2.14 0.44 -0.81
C -2.99 -0.37 -0.74
N -3.89 -1.28 -0.79
C -5.32 -0.97 -0.96
C -6.05 -1.35 0.33
O -5.78 -2.69 0.68
C -4.41 -2.93 0.90
C -3.62 -2.67 -0.39
H -5.71 -1.57 -1.78
H -5.46 0.09 -1.19
H -7.13 -1.28 0.18
H -5.75 -0.67 1.14
H -4.31 -3.98 1.18
H -4.02 -2.29 1.70
H -3.98 -3.33 -1.18
H -2.55 -2.81 -0.23
*
```

The energy relative to the best compared isomer or geometry (same formula, charge and spin) is 34.8 kcal/mol. The lowest unoccupied orbital energy (spin up / spin down) comes out at -11.635 / -11.445 eV.

=====

# 11
Computed, not measured: a 2-piece molecular cluster, C6H9NP overall, with ωB97M-V with the def2-TZVPD basis set.

```
! RIJCOSX wB97M-V def2-TZVPD def2/J DEFGRID3
* xyz 1 1
C -0.40 1.14 0.85
C 0.22 -1.17 0.44
C 0.31 -2.52 0.83
C -0.22 -0.10 1.35
C 0.86 -3.61 0.02
C -2.40 5.12 0.05
N -0.77 2.14 0.35
P -2.08 4.25 -1.57
H 0.45 -1.02 -0.61
H -0.01 -2.84 1.82
H -0.52 -0.29 2.35
H 0.70 -3.46 -1.02
H 2.02 -3.69 0.16
H 0.44 -4.49 0.47
H -1.54 5.81 0.30
H -2.74 4.46 0.77
H -3.32 5.66 -0.27
*
```

The energy relative to the best compared isomer or geometry (same formula, charge and spin) is 61.3 kcal/mol. The lowest unoccupied orbital energy (spin up / spin down) comes out at -7.667 / -7.256 eV.

=====

# 12
Computed, not measured: C32H31AsMoO6P2SSbSe4 as an isolated structure, with ωB97M-V with the def2-TZVPD basis set.

```
! RIJCOSX wB97M-V def2-TZVPD def2/J DEFGRID3
* xyz 1 1
Mo 0.44 -0.07 0.23
O -1.53 -0.92 -2.63
As -1.99 -1.68 -1.04
O -3.44 -1.11 -0.70
O -0.97 -1.47 0.30
C -1.75 -3.46 -1.64
C -2.73 -4.01 -2.44
C -2.48 -5.20 -3.12
C -1.24 -5.81 -2.99
C -0.27 -5.28 -2.16
C -0.53 -4.09 -1.48
S 1.44 -2.36 -0.77
O 0.38 -3.58 -0.57
O 0.75 -1.22 -1.50
O 1.56 -1.82 0.63
H -2.35 -0.78 -3.11
H -3.68 -3.50 -2.53
H -3.24 -5.63 -3.75
H -1.04 -6.72 -3.53
H 0.68 -5.77 -2.02
Se 0.06 4.78 -1.74
Sb -0.90 3.40 -0.05
Se 1.11 1.95 1.03
Se -1.37 1.00 -0.73
Se -2.18 4.28 1.75
C -0.29 1.14 3.82
P -0.54 -0.22 2.61
C 0.34 -1.66 3.23
C 0.04 -2.93 2.74
C 0.83 -4.01 3.07
C 1.94 -3.84 3.89
C 2.26 -2.58 4.37
C 1.47 -1.49 4.04
C -2.33 -0.47 2.72
C -3.15 0.59 2.34
C -4.52 0.46 2.38
C -5.09 -0.73 2.78
C -4.29 -1.79 3.18
C -2.91 -1.66 3.16
H -0.60 0.80 4.80
H -0.89 2.01 3.53
H 0.76 1.45 3.85
H -0.81 -3.08 2.08
H 0.59 -4.99 2.68
H 2.55 -4.68 4.14
H 3.13 -2.43 4.99
H 1.72 -0.50 4.41
H -2.73 1.55 2.03
H -5.14 1.30 2.09
H -6.17 -0.84 2.80
H -4.73 -2.72 3.50
H -2.30 -2.49 3.51
C 4.12 -1.16 -0.47
P 2.91 0.22 -0.56
C 3.98 1.52 0.19
C 4.47 1.29 1.47
C 5.22 2.26 2.11
C 5.44 3.48 1.50
C 4.95 3.72 0.22
C 4.24 2.74 -0.44
C 2.81 0.68 -2.31
C 2.14 1.86 -2.63
C 2.06 2.30 -3.94
C 2.62 1.52 -4.95
C 3.24 0.31 -4.64
C 3.34 -0.11 -3.32
H 5.07 -0.78 -0.87
H 3.82 -2.05 -1.01
H 4.26 -1.41 0.58
H 4.26 0.36 1.98
H 5.60 2.07 3.10
H 5.99 4.25 2.02
H 5.11 4.67 -0.26
H 3.87 2.93 -1.44
H 1.72 2.50 -1.86
H 1.58 3.24 -4.15
H 2.57 1.84 -5.97
H 3.65 -0.31 -5.42
H 3.83 -1.05 -3.10
*
```

The energy relative to the best compared isomer or geometry (same formula, charge and spin) is 79.3 kcal/mol. The lowest unoccupied orbital energy (spin up / spin down) comes out at -5.710 / -5.725 eV.

=====

# 13
Computed, not measured: C12H33F2LiN4O7S2 as an isolated structure, with ωB97M-V with the def2-TZVPD basis set.

```
! RIJCOSX wB97M-V def2-TZVPD def2/J DEFGRID3
* xyz 1 2
Li -0.13 0.80 -0.70
N -1.94 1.02 -1.28
S -3.21 1.88 -1.04
O -4.51 1.31 -0.79
O -3.22 3.23 -1.61
F -2.78 2.34 0.44
S -2.75 0.57 -2.74
O -2.69 1.55 -3.86
O -3.90 -0.39 -2.65
F -1.58 -0.41 -3.22
C 2.84 -1.14 -0.21
C 1.88 -1.82 -1.18
C 1.86 -3.35 -1.31
O 3.12 -3.88 -1.81
C 3.12 -5.22 -2.32
N 0.50 -1.39 -0.78
H 2.48 -1.24 0.81
H 2.92 -0.09 -0.48
H 3.84 -1.57 -0.23
H 2.05 -1.34 -2.14
H 1.06 -3.76 -1.93
H 1.73 -3.72 -0.30
H 4.16 -5.37 -2.60
H 2.44 -5.32 -3.16
H 2.80 -5.87 -1.50
H -0.31 -1.97 -0.98
H 0.53 -1.31 0.23
C 1.76 4.34 -2.21
C 1.67 3.07 -1.31
C 0.99 3.55 -0.01
O 0.86 2.46 0.89
C 1.91 2.13 1.77
N 0.93 2.10 -2.13
H 2.29 4.10 -3.13
H 2.28 5.18 -1.74
H 0.77 4.73 -2.45
H 2.65 2.69 -1.00
H -0.01 3.90 -0.26
H 1.44 4.42 0.46
H 2.87 2.01 1.26
H 1.70 1.28 2.41
H 2.11 2.88 2.53
H 0.14 2.55 -2.56
H 1.61 1.91 -2.86
C -0.23 -0.61 3.45
C -1.14 -0.89 2.28
C -2.68 -0.98 2.65
O -3.00 -2.16 3.42
C -4.40 -2.22 3.50
N -0.83 0.11 1.30
H -0.44 0.36 3.89
H 0.83 -0.74 3.21
H -0.49 -1.29 4.26
H -0.96 -1.92 1.98
H -3.22 -1.08 1.71
H -3.09 -0.09 3.12
H -4.86 -3.19 3.73
H -4.88 -2.01 2.55
H -4.73 -1.43 4.17
H -0.54 0.95 1.78
H -1.62 0.36 0.72
*
```

As for the expectation value of S²: 0.756. The lowest unoccupied orbital energy (spin up / spin down) comes out at -2.945 / -9.445 eV.